1.
Molecular formula: C5H10Se
Method: DFT, wB97M-V/def2-TZVPD

For the gap between HOMO and LUMO, the calculation gives 0.314 Eh. Its HOMO energy is -8.46 eV. The value obtained for the LUMO energy is 0.003 hartree. As for the total energy: -2597.74265 hartree.

Geometry (Å):
C  -1.019504  -0.860443  -0.090841
C  -1.747392  -0.195021  0.878272
C  -2.479287  0.911917  0.309312
C  2.341956  -1.238280  -0.692373
C  1.831047  1.542593  -0.370736
Se  1.988994  0.124229  0.666920
H  -0.566200  -1.713051  0.256948
H  -1.116506  -0.589271  -1.124560
H  -3.524735  0.932856  0.702739
H  -2.583615  0.884824  -0.767076
H  -2.113089  2.032573  0.483092
H  2.369166  -0.728043  -1.561205
H  3.167395  -1.877497  -0.345922
H  1.359658  -1.762050  -0.592768
H  1.794633  2.421054  0.306160
H  -1.453249  -0.392458  1.906429

Cartesian forces, eV/Å:
C -2.901 1.690 2.566
C 3.580 -1.298 -3.282
C -2.268 4.204 1.105
C -1.992 -1.945 4.030
C 0.419 0.395 -0.100
Se 0.795 0.385 0.218
H 1.606 -1.971 0.143
H 0.143 -0.215 -0.294
H 0.529 0.122 -0.225
H 0.157 -0.446 -0.195
H -0.312 -2.348 0.170
H 0.653 1.418 -2.970
H -0.252 0.397 -0.580
H 1.087 -0.251 -0.612
H -0.379 -0.295 -0.011
H -0.864 0.158 0.036



2.
Molecular formula: C5H13N
Method: DFT, wB97M-V/def2-TZVPD

The charge is -1. For the gap between HOMO and LUMO (spin up / spin down), the calculation gives 0.071 / 0.234 Eh. Its HOMO energy (spin up / spin down) is 1.65 / -2.91 eV. The value obtained for the LUMO energy (spin up / spin down) is 0.132 / 0.127 hartree. As for the spin multiplicity: 2. As for the total energy: -252.89662 hartree.

Geometry (Å):
C  -2.186277  -0.114564  1.758535
C  -1.837001  1.382252  1.226989
C  -2.523048  2.496662  1.547123
H  -1.157088  -0.680892  1.716674
H  -2.643687  -0.079486  2.771254
H  -2.787775  -0.587471  0.966539
H  -0.882221  1.600880  0.681178
H  -2.560222  3.255831  0.766482
H  -3.349245  2.316517  2.336468
C  3.013163  -0.388462  -1.223739
C  1.758601  -1.179574  -0.952608
N  0.970047  -1.243815  -2.177797
H  2.799494  0.311827  -2.055965
H  3.585946  0.023357  -0.340831
H  3.815238  -1.059917  -1.610266
H  1.668577  -2.149950  -0.508291
H  1.223372  -0.508184  -0.256744
H  1.084841  -2.131254  -2.680474
H  0.007284  -1.263756  -1.964526

Cartesian forces, eV/Å:
C 2.897 1.823 -1.629
C 2.140 -3.440 -0.451
C -2.785 0.903 1.887
H -1.900 0.710 0.563
H 0.212 -0.292 -0.577
H -0.403 -0.115 0.750
H -0.505 -1.067 0.329
H -0.449 0.475 0.597
H 0.839 0.937 -1.494
C 2.703 -1.296 -0.149
C -1.705 1.908 0.424
N 0.400 -0.548 -1.347
H 0.112 -0.029 0.947
H -1.315 0.093 -0.735
H -0.416 0.184 -0.287
H 1.371 -0.613 0.720
H -0.334 -0.422 -0.242
H 0.450 0.405 0.275
H -1.312 0.382 0.417



3.
Molecular formula: C34H39N5O3P2PbS
Method: DFT, wB97M-V/def2-TZVPD

For the gap between HOMO and LUMO, the calculation gives 0.224 Eh. Its HOMO energy is -7.86 eV. The value obtained for the LUMO energy is -0.065 hartree. As for the total energy: -3091.98601 hartree.

Geometry (Å):
Pb  -0.023140  1.927836  -2.575853
C  -1.934891  1.787854  -6.952915
C  -2.023483  0.468516  -6.760738
C  -1.003005  -0.546785  -7.187209
C  0.509200  -0.255478  -7.005900
C  0.958274  0.605353  -5.853332
C  0.652744  1.900725  -5.652872
C  0.390794  2.818793  -6.791703
C  -0.834815  2.468554  -7.682638
C  0.540710  1.303772  -0.362149
H  -2.791742  2.394265  -6.674222
H  -3.002099  0.042948  -6.504234
H  -1.124775  -0.747142  -8.273134
H  -1.289402  -1.496521  -6.699884
H  1.009730  -1.242452  -6.966621
H  0.875407  0.213643  -7.934220
H  1.843360  0.226563  -5.350065
H  0.893286  2.465565  -4.737748
H  1.278042  2.852583  -7.456866
H  0.260050  3.814003  -6.337242
H  -1.198042  3.410101  -8.119742
H  -0.471735  1.840426  -8.509469
H  -0.281432  1.876248  0.150798
H  1.506468  1.744746  -0.027090
H  0.414147  0.250967  -0.015003
P  1.729729  -0.627739  -2.055719
P  -1.534353  -1.281243  -1.563575
N  3.033239  0.583136  -2.877332
N  2.927268  -1.861100  -1.784861
N  -2.201476  0.195745  -2.370425
N  -3.049733  -2.156217  -1.655265
C  0.623358  -1.314117  -3.400566
C  -0.720301  -1.996789  -3.011389
C  3.277678  1.842101  -2.306457
C  4.100133  2.576307  -3.154447
C  4.401913  1.744899  -4.265550
C  3.730248  0.541623  -4.074664
C  4.017154  -1.644996  -0.913770
C  4.635745  -2.855489  -0.661467
C  3.933443  -3.861159  -1.404168
C  2.916371  -3.226063  -2.109885
C  -2.590269  1.350575  -1.651894
C  -3.226549  2.215058  -2.547732
C  -3.127486  1.653037  -3.836408
C  -2.523113  0.413505  -3.713116
C  -4.079859  -2.308326  -2.596793
C  -5.063722  -3.123680  -2.045698
C  -4.617458  -3.518124  -0.748622
C  -3.379505  -2.938618  -0.539316
H  1.253226  -2.041074  -3.941750
H  0.382750  -0.496800  -4.110207
H  -1.404808  -2.023009  -3.876845
H  -0.551156  -3.054359  -2.734434
H  2.919573  2.085021  -1.311346
H  4.425366  3.590787  -2.972373
H  5.035186  2.009871  -5.092457
H  3.691599  -0.332301  -4.705687
H  4.248343  -0.647020  -0.563102
H  5.498107  -3.003620  -0.029360
H  4.157190  -4.909822  -1.405727
H  2.200889  -3.604440  -2.821599
H  -2.570467  1.325239  -0.578315
H  -3.715410  3.143889  -2.293517
H  -3.531846  2.037613  -4.771361
H  -2.488914  -0.375122  -4.455703
H  -4.033378  -1.855617  -3.576887
H  -5.998202  -3.414230  -2.500620
H  -5.125796  -4.138627  -0.027454
H  -2.683617  -2.966628  0.288866
O  -0.938835  2.271293  4.704907
S  -0.480891  1.064765  4.064584
O  0.842321  0.595171  4.390110
N  -0.758442  1.056692  2.452578
C  -1.668634  0.174689  2.001533
O  -2.017904  0.020627  0.805921
C  -2.209143  -0.659318  3.117711
C  -3.103443  -1.735359  3.029661
C  -3.434039  -2.383706  4.214743
C  -2.938186  -1.952469  5.462991
C  -2.050806  -0.867101  5.520798
C  -1.671699  -0.261207  4.325011
H  -3.512611  -2.004845  2.047949
H  -4.107877  -3.232344  4.176317
H  -3.256031  -2.461949  6.376828
H  -1.658719  -0.498194  6.467208

Cartesian forces, eV/Å:
Pb -0.335 0.135 2.047
C -0.766 -0.645 -0.220
C -0.273 0.524 -0.986
C -0.149 -0.504 -0.268
C 0.341 0.086 -0.577
C 0.456 0.371 -0.024
C 1.339 -0.432 -0.709
C -1.281 0.831 -0.259
C 0.767 0.454 -0.083
C -1.370 0.985 0.570
H 0.089 0.025 -0.038
H 0.429 0.271 0.390
H -0.144 0.030 0.471
H 0.387 0.260 -0.073
H -0.100 0.541 0.092
H -0.061 -0.135 0.124
H -0.858 -0.274 0.838
H 0.805 -0.679 -0.869
H -0.272 0.045 0.551
H -0.005 -0.096 -0.494
H 0.023 -0.365 -0.007
H -0.284 0.135 0.177
H 0.814 -0.330 -0.136
H -0.591 -0.467 -0.296
H 0.117 1.131 -0.429
P 2.633 0.204 -0.034
P -1.612 0.230 -0.286
N -1.309 -0.304 0.021
N 0.718 -0.902 -0.178
N 0.600 0.972 0.091
N -0.096 -0.953 0.636
C 0.568 -0.546 -0.713
C 0.464 -0.378 -0.530
C -0.061 0.098 -0.520
C -0.627 -0.725 0.526
C -0.660 -0.627 0.415
C 0.203 0.575 0.295
C -0.449 -0.784 -0.151
C -0.824 0.636 -0.570
C -0.690 1.146 -0.456
C 0.699 0.150 0.879
C -0.815 -0.307 -1.104
C 0.854 -0.302 0.469
C -0.275 -0.959 -0.377
C -0.594 0.239 0.379
C -0.243 -0.434 0.715
C 1.081 0.567 -0.051
C 0.983 0.403 0.099
C -0.690 0.243 -0.696
H -0.361 0.341 -0.275
H 0.303 -0.360 0.454
H 0.478 -0.035 0.152
H -0.026 0.408 0.022
H 0.079 -0.105 -0.363
H 0.117 -0.169 0.006
H 0.024 -0.110 -0.148
H 0.130 -0.039 0.093
H -0.111 -0.192 -0.014
H -0.081 0.047 -0.051
H -0.001 -0.177 -0.152
H -0.022 -0.137 0.155
H 0.286 0.009 0.308
H 0.158 -0.023 0.081
H 0.199 -0.052 0.501
H 0.453 0.300 0.298
H -0.029 0.068 0.225
H 0.111 0.094 -0.117
H -0.046 -0.023 -0.130
H -0.246 -0.011 -0.024
O 0.141 -0.087 -0.194
S -1.298 -1.138 -1.108
O -0.140 0.162 -0.120
N 0.146 0.502 -0.535
C 0.909 0.642 0.439
O -0.102 0.100 0.835
C -0.309 -0.545 0.021
C 0.444 0.662 0.091
C -0.048 0.021 0.339
C 0.108 0.255 -0.522
C -0.112 -0.218 -0.149
C -0.285 -0.425 1.066
H 0.117 0.040 0.578
H -0.004 0.033 0.083
H 0.153 0.187 -0.332
H -0.073 -0.167 -0.163



Respective molar mass values: 149.09, 87.17, 866.93 g/mol.